Entry 1:
DFT (ωB97M-V with the def2-TZVPD basis set) results for a structure of composition C26H25Br2CdN5O4.

Calculated values
HOMO energy ... -7.34 eV
Relative energy (zero: lowest compared OMol25 entry of this formula, charge and spin) ... 0.006 eV
Calculated total energy ... -187659.367 eV
Orbital gap ... 7.09 eV

Element x y z (Å)
Cd -1.089 1.444 0.606
O 3.338 1.683 0.509
C 3.753 0.585 1.172
C 5.081 0.163 1.085
C 5.485 -0.995 1.725
C 4.581 -1.750 2.467
C 3.267 -1.330 2.568
C 2.838 -0.169 1.929
C 1.425 0.277 1.982
O 1.170 1.434 1.400
N 0.529 -0.479 2.521
N -0.747 0.053 2.351
C -1.625 -0.318 3.206
C -3.012 0.090 3.244
C -3.802 -0.568 4.207
C -5.133 -0.290 4.389
C -5.714 0.703 3.591
C -4.975 1.377 2.652
C -3.600 1.106 2.429
O -2.991 1.792 1.511
H 2.209 1.757 0.888
H 5.780 0.768 0.520
H 6.519 -1.310 1.652
H 4.905 -2.651 2.971
H 2.542 -1.892 3.144
H -1.295 -1.007 3.986
H -3.324 -1.325 4.820
H -5.713 -0.816 5.133
H -6.762 0.949 3.716
H -5.420 2.151 2.039
C -3.063 -1.300 -0.144
C -2.483 -0.770 -1.418
C -2.783 -1.354 -2.667
C -2.233 -0.846 -3.805
C -1.366 0.268 -3.738
C -0.717 0.855 -4.856
Br -0.996 0.168 -6.601
C 0.117 1.917 -4.688
C 0.349 2.447 -3.405
Br 1.518 3.935 -3.240
C -0.250 1.951 -2.247
O -0.029 2.416 -1.074
C -1.128 0.807 -2.460
N -1.681 0.272 -1.345
H -3.587 -2.239 -0.309
H -3.763 -0.576 0.278
H -2.275 -1.460 0.593
H -3.447 -2.207 -2.704
H -2.452 -1.287 -4.768
H 0.607 2.368 -5.540
N 2.955 1.021 -1.990
C 2.976 -0.475 -1.917
C 1.644 -0.978 -1.347
N 1.661 -2.316 -0.810
H 3.677 1.395 -2.600
H 3.106 1.413 -0.996
H 2.053 1.367 -2.338
H 3.802 -0.754 -1.266
H 3.162 -0.869 -2.915
H 0.883 -0.910 -2.130
H 1.332 -0.297 -0.549
H 2.198 -2.375 0.046
H 1.991 -3.013 -1.463


Entry 2:
DFT (ωB97M-V with the def2-TZVPD basis set) results for a structure of composition C26H25BrCeN3O4S3 at a distorted geometry.

Calculated values
HOMO energy (spin up / spin down) ... -10.41 / -10.41 eV
Relative energy (zero: lowest compared OMol25 entry of this formula, charge and spin) ... 0.550 eV
Calculated total energy ... -155500.566 eV
Total charge ... +1
Orbital gap (spin up / spin down) ... 5.38 / 5.34 eV

Element x y z (Å)
Ce 0.254 0.512 -0.587
O -0.771 1.291 1.179
C -1.985 1.116 1.716
C -2.729 2.241 2.094
C -3.836 2.165 2.900
C -4.230 0.916 3.402
C -3.571 -0.236 2.955
C -2.501 -0.190 2.027
C -2.055 -1.357 1.434
N -1.471 -1.379 0.201
N -1.210 -2.598 -0.348
C -0.272 -2.574 -1.307
O 0.409 -1.510 -1.706
C 0.143 -3.844 -1.891
C 1.336 -3.998 -2.594
C 1.570 -5.117 -3.419
C 0.634 -6.133 -3.445
C -0.476 -6.062 -2.628
C -0.704 -4.963 -1.832
H -2.342 3.228 1.759
H -4.292 3.083 3.230
H -5.132 0.902 4.007
H -3.885 -1.254 3.256
H -2.343 -2.295 1.880
H 2.089 -3.216 -2.516
H 2.542 -5.253 -3.961
H 0.780 -7.014 -4.050
H -1.240 -6.817 -2.523
H -1.532 -5.008 -1.139
Br -3.983 1.323 -1.272
C -2.640 2.246 -2.328
C -3.184 3.306 -3.097
C -2.358 3.836 -4.103
C -1.053 3.351 -4.248
C -0.562 2.401 -3.359
N -1.378 1.859 -2.366
C 0.880 1.981 -3.484
O 1.647 2.122 -4.429
O 1.248 1.427 -2.273
H -4.250 3.524 -2.978
H -2.712 4.769 -4.549
H -0.428 3.638 -5.057
C 1.334 0.608 3.542
C 1.750 -0.790 3.216
S 1.912 -1.169 1.448
C 3.727 -0.926 1.167
C 4.112 0.519 1.214
S 3.086 1.577 0.230
C 2.960 3.076 1.330
C 2.066 3.059 2.542
S 2.565 1.825 3.712
H 0.836 0.549 4.503
H 0.594 1.023 2.874
H 0.903 -1.432 3.489
H 2.677 -1.070 3.798
H 3.868 -1.363 0.160
H 4.287 -1.523 1.844
H 5.120 0.602 0.755
H 4.146 0.958 2.183
H 2.539 3.775 0.594
H 3.978 3.343 1.512
H 1.003 2.904 2.257
H 2.128 4.036 3.076


Entry 3:
DFT (ωB97M-V with the def2-TZVPD basis set) results for a structure of composition C26H25F4N4O2Re at a distorted geometry.

Calculated values
HOMO energy (spin up / spin down) ... -10.36 / -10.51 eV
Relative energy (zero: lowest compared OMol25 entry of this formula, charge and spin) ... 0.721 eV
Expectation value of S² ... 0.758
Calculated total energy ... -50417.241 eV
Total charge ... +1
Multiplicity ... 2
Orbital gap (spin up / spin down) ... 6.43 / 6.87 eV

Element x y z (Å)
Re -0.251 0.561 -0.221
O -0.247 -0.650 -1.807
C -1.116 -0.809 -2.786
C -0.650 -1.170 -4.061
C -1.536 -1.310 -5.103
C -2.917 -1.138 -4.916
C -3.391 -0.848 -3.663
C -2.501 -0.659 -2.588
C -2.979 -0.595 -1.243
N -2.275 -0.242 -0.220
C -2.700 -0.823 1.066
C -1.484 -1.645 1.474
N -0.415 -0.639 1.548
C 0.017 -0.380 2.738
C 0.696 0.812 3.131
C 1.294 0.903 4.401
C 1.801 2.097 4.846
C 1.674 3.240 4.044
C 1.058 3.184 2.815
C 0.577 1.960 2.332
O -0.012 1.925 1.145
H 0.413 -1.318 -4.197
H -1.161 -1.569 -6.085
H -3.597 -1.262 -5.746
H -4.456 -0.761 -3.484
H -3.974 -1.002 -1.060
H -3.596 -1.432 0.951
H -2.883 -0.038 1.803
H -1.255 -2.381 0.702
H -1.625 -2.150 2.430
H -0.222 -1.090 3.528
H 1.354 0.014 5.016
H 2.281 2.164 5.812
H 2.059 4.186 4.400
H 0.950 4.066 2.198
C -1.987 2.654 -1.822
N -0.579 2.392 -1.468
C -0.035 3.642 -0.873
C 0.208 2.099 -2.680
C 1.594 1.621 -2.279
N 1.614 0.932 -0.971
C 2.880 0.426 -0.643
C 3.077 -0.437 0.447
F 2.020 -0.899 1.135
C 4.309 -0.887 0.875
F 4.339 -1.693 1.943
C 5.474 -0.541 0.234
C 5.326 0.272 -0.866
F 6.404 0.648 -1.557
C 4.095 0.731 -1.307
F 4.165 1.505 -2.408
H -2.050 3.534 -2.467
H -2.558 2.838 -0.913
H -2.403 1.800 -2.351
H -0.077 4.426 -1.633
H 0.991 3.489 -0.553
H -0.635 3.934 -0.017
H 0.287 3.001 -3.295
H -0.326 1.356 -3.267
H 2.272 2.472 -2.257
H 1.947 0.948 -3.063
H 6.442 -0.887 0.564


Entry 4:
DFT (ωB97M-V with the def2-TZVPD basis set) results for a structure of composition C26H25F7InN3O2S.

Calculated values
HOMO energy ... -8.23 eV
Relative energy (zero: lowest compared OMol25 entry of this formula, charge and spin) ... 0.000 eV
Calculated total energy ... -70966.628 eV
Orbital gap ... 8.04 eV

Element x y z (Å)
In -1.220 0.157 -0.045
C -2.143 3.227 0.982
N -1.306 2.808 -0.147
C -1.837 3.360 -1.395
C 0.103 3.194 0.052
C 1.021 2.039 -0.318
N 0.670 0.860 0.473
C 1.173 0.696 1.740
C 0.379 0.109 2.733
F -0.900 -0.246 2.399
C 0.821 -0.166 4.004
F -0.016 -0.755 4.865
C 2.102 0.163 4.390
C 2.903 0.767 3.441
F 4.168 1.082 3.748
C 2.468 1.024 2.159
F 3.341 1.560 1.287
H -2.135 4.318 1.104
H -1.776 2.773 1.904
H -3.167 2.899 0.817
H -1.863 4.456 -1.360
H -2.850 2.993 -1.556
H -1.216 3.054 -2.237
H 0.260 3.422 1.108
H 0.348 4.096 -0.520
H 2.056 2.342 -0.181
H 0.898 1.798 -1.381
H 2.466 -0.050 5.386
F -6.281 0.238 -4.035
C -5.622 0.258 -2.860
F -6.043 -0.795 -2.151
F -6.010 1.369 -2.212
C -4.132 0.237 -3.079
C -3.637 0.186 -4.365
C -2.266 0.188 -4.596
C -1.436 0.250 -3.505
N -1.902 0.298 -2.251
C -3.230 0.279 -1.997
S -3.682 0.304 -0.313
H -4.327 0.142 -5.195
H -1.862 0.142 -5.596
H -0.358 0.266 -3.615
C 4.992 -1.719 1.565
C 3.590 -2.010 1.089
C 2.620 -2.474 1.971
C 1.326 -2.757 1.550
C 0.297 -3.302 2.513
C 1.007 -2.576 0.205
C 1.968 -2.152 -0.710
C 1.640 -2.075 -2.181
C 3.245 -1.853 -0.249
C -0.387 -2.888 -0.273
O -0.687 -4.008 -0.622
O -1.250 -1.892 -0.234
H 5.004 -1.467 2.626
H 5.429 -0.885 1.014
H 5.640 -2.587 1.421
H 2.877 -2.618 3.017
H 0.667 -3.281 3.538
H 0.048 -4.334 2.255
H -0.639 -2.739 2.472
H 0.621 -1.722 -2.353
H 1.697 -3.068 -2.632
H 2.338 -1.423 -2.708
H 3.996 -1.507 -0.955


Entry 5:
DFT (ωB97M-V with the def2-TZVPD basis set) results for a structure of composition C26H25FeN5O7S2Te at a distorted geometry.

Calculated values
HOMO energy (spin up / spin down) ... -5.26 / -5.35 eV
Relative energy (zero: lowest compared OMol25 entry of this formula, charge and spin) ... 1.096 eV
Expectation value of S² ... 8.774
Calculated total energy ... -112502.850 eV
Total charge ... -1
Multiplicity ... 6
Orbital gap (spin up / spin down) ... 5.38 / 5.11 eV

Element x y z (Å)
Fe 0.494 0.055 -0.234
N 7.083 -0.091 7.576
C 6.294 -0.060 6.738
C 5.349 -0.021 5.704
C 5.452 -0.915 4.628
C 4.544 -0.861 3.604
C 3.503 0.088 3.589
C 3.390 0.953 4.693
C 4.292 0.904 5.728
C 2.581 0.118 2.482
C 1.186 0.222 2.735
C 0.523 0.120 3.984
C -0.838 0.118 3.717
C -0.970 0.217 2.335
N 0.255 0.296 1.747
C 3.090 -0.112 1.173
C 4.434 -0.127 0.759
C 4.444 -0.463 -0.598
C 3.127 -0.633 -0.970
N 2.296 -0.394 0.081
H 6.243 -1.653 4.620
H 4.594 -1.580 2.799
H 2.602 1.693 4.705
H 4.206 1.579 6.568
H 0.996 0.005 4.941
H -1.641 0.044 4.426
H -1.863 0.107 1.749
H 5.288 0.090 1.371
H 5.302 -0.576 -1.233
H 2.742 -0.925 -1.931
C -1.899 3.430 -1.186
Te -1.686 2.882 0.871
C -0.001 4.334 0.927
H -2.150 4.484 -1.282
H -2.674 2.795 -1.599
H -0.964 3.206 -1.694
H 0.770 4.070 0.205
H 0.438 4.314 1.918
H -0.349 5.345 0.726
N -0.380 -2.128 0.003
C 0.145 -2.812 -1.096
C -0.326 -2.508 -2.379
C 0.247 -3.105 -3.486
C 1.272 -4.008 -3.307
C 1.736 -4.348 -2.058
C 1.172 -3.748 -0.942
S 2.076 -4.659 -4.801
O 3.151 -5.501 -4.309
O 0.992 -5.360 -5.471
O 2.501 -3.432 -5.467
H -0.254 -2.616 0.880
H -1.363 -1.817 -0.114
H -1.134 -1.794 -2.467
H -0.080 -2.898 -4.493
H 2.530 -5.073 -1.984
H 1.541 -3.978 0.048
C -0.074 0.254 -4.868
C 0.394 0.449 -3.536
N 0.801 0.598 -2.475
H -1.099 -0.113 -4.835
H 0.568 -0.478 -5.360
H -0.060 1.196 -5.416
O -2.805 -0.970 -0.325
S -2.680 0.435 -0.667
O -3.373 1.295 0.312
O -1.173 0.787 -0.530
O -3.046 0.744 -2.024


Entry 6:
DFT (ωB97M-V with the def2-TZVPD basis set) results for a structure of composition C26H25IrNSi at a distorted geometry.

Calculated values
HOMO energy (spin up / spin down) ... -6.28 / -8.57 eV
Relative energy (zero: lowest compared OMol25 entry of this formula, charge and spin) ... 0.000 eV
Expectation value of S² ... 8.778
Calculated total energy ... -39565.454 eV
Multiplicity ... 6
Orbital gap (spin up / spin down) ... 6.70 / 6.68 eV

Element x y z (Å)
C 0.182 -1.422 -2.081
C -1.150 -1.303 -1.523
C -1.220 -2.132 -0.355
C 0.077 -2.732 -0.139
C 0.946 -2.318 -1.231
Ir 0.410 -0.643 -0.099
C -1.880 2.262 -1.123
C -1.572 2.938 -2.232
C -0.468 3.483 -2.720
N 1.529 0.441 0.903
H -2.084 -2.287 0.272
H -1.967 -0.708 -1.930
H 0.328 -3.403 0.656
H 1.984 -2.602 -1.335
H 0.546 -0.901 -2.966
H -2.590 1.442 -1.107
H 2.368 1.018 0.734
H -1.491 2.550 -0.126
H -0.371 4.152 -3.578
H 0.485 3.233 -2.192
C -0.575 4.423 3.561
C 0.435 4.173 2.624
C 0.685 2.856 2.204
C -0.044 1.789 2.731
C -1.078 2.045 3.635
C -1.338 3.361 4.048
Si 0.559 0.096 2.264
C 1.982 -0.549 3.302
C 3.007 -1.148 2.588
C 4.257 -1.342 3.141
C 4.446 -1.079 4.515
C 3.371 -0.615 5.284
C 2.125 -0.362 4.683
C -0.980 -1.051 2.772
C -0.732 -2.205 3.521
C -1.765 -2.977 4.088
C -3.104 -2.630 3.880
C -3.381 -1.510 3.100
C -2.341 -0.734 2.558
H -0.760 5.444 3.899
H 1.032 4.979 2.217
H 1.473 2.680 1.466
H -1.676 1.223 4.036
H -2.144 3.553 4.757
H 2.882 -1.460 1.545
H 5.052 -1.730 2.492
H 5.406 -1.297 4.964
H 3.474 -0.515 6.358
H 1.259 -0.058 5.281
H 0.302 -2.521 3.690
H -1.527 -3.852 4.692
H -3.910 -3.227 4.321
H -4.426 -1.230 2.917
H -2.613 0.141 1.963


Which value of calculated total energy does entry 6 give?
-39565.454 eV


Please write out number 6 again, unchanged.
DFT (ωB97M-V with the def2-TZVPD basis set) results for a structure of composition C26H25IrNSi at a distorted geometry.

Calculated values
HOMO energy (spin up / spin down) ... -6.28 / -8.57 eV
Relative energy (zero: lowest compared OMol25 entry of this formula, charge and spin) ... 0.000 eV
Expectation value of S² ... 8.778
Calculated total energy ... -39565.454 eV
Multiplicity ... 6
Orbital gap (spin up / spin down) ... 6.70 / 6.68 eV

Element x y z (Å)
C 0.182 -1.422 -2.081
C -1.150 -1.303 -1.523
C -1.220 -2.132 -0.355
C 0.077 -2.732 -0.139
C 0.946 -2.318 -1.231
Ir 0.410 -0.643 -0.099
C -1.880 2.262 -1.123
C -1.572 2.938 -2.232
C -0.468 3.483 -2.720
N 1.529 0.441 0.903
H -2.084 -2.287 0.272
H -1.967 -0.708 -1.930
H 0.328 -3.403 0.656
H 1.984 -2.602 -1.335
H 0.546 -0.901 -2.966
H -2.590 1.442 -1.107
H 2.368 1.018 0.734
H -1.491 2.550 -0.126
H -0.371 4.152 -3.578
H 0.485 3.233 -2.192
C -0.575 4.423 3.561
C 0.435 4.173 2.624
C 0.685 2.856 2.204
C -0.044 1.789 2.731
C -1.078 2.045 3.635
C -1.338 3.361 4.048
Si 0.559 0.096 2.264
C 1.982 -0.549 3.302
C 3.007 -1.148 2.588
C 4.257 -1.342 3.141
C 4.446 -1.079 4.515
C 3.371 -0.615 5.284
C 2.125 -0.362 4.683
C -0.980 -1.051 2.772
C -0.732 -2.205 3.521
C -1.765 -2.977 4.088
C -3.104 -2.630 3.880
C -3.381 -1.510 3.100
C -2.341 -0.734 2.558
H -0.760 5.444 3.899
H 1.032 4.979 2.217
H 1.473 2.680 1.466
H -1.676 1.223 4.036
H -2.144 3.553 4.757
H 2.882 -1.460 1.545
H 5.052 -1.730 2.492
H 5.406 -1.297 4.964
H 3.474 -0.515 6.358
H 1.259 -0.058 5.281
H 0.302 -2.521 3.690
H -1.527 -3.852 4.692
H -3.910 -3.227 4.321
H -4.426 -1.230 2.917
H -2.613 0.141 1.963